# 1
Entry from OMol25: a 2-piece molecular cluster, C10H15O3S overall in a non-equilibrium geometry (ωB97M-V with the def2-TZVPD basis set).

Last column: Mulliken charge in e.
CARTESIAN COORDINATES (ANGSTROEM)
C: -1.29652 1.80102 -1.57022  -0.470
C: -0.78673 1.65969 -0.18408  -0.701
C: 2.29326 1.12040 0.07920  -0.875
C: -1.63581 0.59303 -2.06023  -1.050
C: 2.28703 -0.09729 0.60155  -0.214
C: -0.83867 0.38492 0.19112  0.110
C: -1.33809 -0.45617 -1.00191  2.156
C: -0.54941 -0.25229 1.49671  -1.385
C: -2.63157 -1.21878 -0.74299  -1.730
C: -0.28381 -1.47057 -1.51029  -1.747
O: 1.86496 1.08885 2.97812  -0.657
O: 2.98212 -1.14780 3.09816  -0.717
O: 4.15933 0.87950 2.23582  -0.682
S: 2.86266 0.15486 2.39699  1.089
H: -1.22857 2.85236 -1.95860  0.324
H: -0.46217 2.47987 0.30383  0.770
H: 2.30416 1.36976 -0.94410  0.363
H: 2.52203 1.78825 0.86709  0.260
H: -1.86026 0.11067 -3.00074  0.407
H: 2.13192 -1.00873 -0.02857  0.422
H: -0.17912 0.56147 2.15194  0.316
H: 0.20675 -1.06317 1.41807  0.266
H: -1.53901 -0.67826 1.79966  0.423
H: -2.67725 -1.98143 0.11444  0.280
H: -3.03758 -1.74304 -1.65831  0.364
H: -3.29540 -0.43173 -0.40284  0.487
H: -0.53144 -2.21111 -2.25652  0.441
H: -0.00472 -2.20707 -0.71111  0.335
H: 0.56192 -0.87722 -1.70218  0.414

Forces on atoms 1 to 6 (eV/Å):
0.5 0.8 0.0
-1.6 -2.2 -2.3
0.4 -1.4 0.8
1.0 -0.5 0.5
0.7 0.0 0.0
-0.2 -1.3 -0.7

Output
ΔE to the lowest compared entry with this formula, charge and spin	261.3	kJ/mol
max |F|	3.58	eV/Å
total charge	-1
HOMO-LUMO gap	7.97	eV
calculated total energy	-1013.89572	a.u.

=====

# 2
Entry from OMol25: a 2-piece molecular cluster, C10H16 overall in a non-equilibrium geometry (ωB97M-V with the def2-TZVPD basis set).

Last column: Mulliken charge in e.
CARTESIAN COORDINATES (ANGSTROEM)
C: 2.74027 -0.21790 -1.61940  -0.219
C: 2.31042 1.17126 -1.92624  -1.165
C: 2.15145 -0.71613 -0.20660  -0.623
H: 2.25660 -0.76914 -2.32283  0.253
H: 3.83245 -0.53684 -1.64248  0.272
H: 2.63001 1.96098 -1.21333  0.333
H: 1.09573 -1.08924 -0.18525  -0.033
H: 1.28482 1.43436 -2.09310  0.280
H: 2.71360 1.35800 -2.91564  0.343
H: 2.86280 -1.40271 0.33305  0.327
H: 2.08003 0.26483 0.46592  0.185
C: -2.30898 0.58485 -1.14172  -1.628
C: -1.20702 -1.69901 1.88206  -0.713
C: -1.50751 -1.17377 0.54394  -0.088
C: -1.37302 -0.72749 2.91825  -0.306
C: -1.85209 0.07039 0.18632  0.716
C: -1.57946 0.64136 2.57929  -0.467
C: -1.77936 1.06769 1.22758  -0.593
H: -1.07053 -2.77408 1.99834  0.395
H: -1.26019 -1.83125 -0.35888  0.170
H: -1.01912 -0.96884 4.08918  0.086
H: -1.56118 1.43004 3.41444  0.208
H: -1.84292 1.43696 -1.59477  0.350
H: -3.46339 0.58030 -1.18923  0.276
H: -1.85145 2.05350 0.72846  0.243
H: -2.28195 -0.14810 -1.95737  0.394

Forces on atoms 1 to 6 (eV/Å):
0.0 -1.1 4.0
1.6 2.0 -0.4
0.5 2.3 1.1
-1.1 -2.1 -2.2
-1.1 1.2 -0.2
0.3 -0.5 -0.4

Output
ΔE to the lowest compared entry with this formula, charge and spin	221.2	kJ/mol
2S+1	2
max |F|	4.16	eV/Å
total charge	-1
HOMO-LUMO gap (spin up / spin down)	2.88 / 6.86	eV
⟨S²⟩	0.762
calculated total energy	-390.49896	a.u.

=====

# 3
Entry from OMol25: a 2-piece molecular cluster, C10H16 overall in a non-equilibrium geometry (ωB97M-V with the def2-TZVPD basis set).

Last column: Mulliken charge in e.
CARTESIAN COORDINATES (ANGSTROEM)
C: 2.99763 -0.60422 1.83684  -1.275
C: 1.59648 -0.43737 1.36372  0.804
C: 1.00829 0.75119 1.16540  -0.376
C: -0.39032 0.87877 1.05737  -0.640
C: -1.19553 -0.24110 1.07706  -0.199
C: -0.67901 -1.53700 1.25819  -1.014
C: 0.70968 -1.53974 1.42880  -0.115
H: 3.75119 -0.52994 1.00860  0.277
H: 3.25409 -1.73669 2.19683  0.254
H: 3.47995 -0.04567 2.63022  0.333
H: 1.65968 1.56638 1.28516  0.422
H: -0.86755 1.81939 0.83537  0.562
H: -2.24849 -0.10926 0.81623  0.418
H: -1.26264 -2.37816 1.52020  0.463
H: 0.95166 -2.63289 1.74872  0.084
C: -0.77055 -0.23447 -2.16940  -0.928
C: -1.53105 1.03276 -2.04669  -0.005
C: -1.67535 1.58218 -3.48284  -0.835
H: 0.24919 -0.10317 -1.85302  0.186
H: -1.37823 -1.08697 -1.72495  0.204
H: -0.23028 -0.38429 -3.06194  0.391
H: -0.68472 1.83000 -1.48565  -0.012
H: -2.32494 1.05949 -1.25175  0.280
H: -1.27114 2.55640 -3.76148  0.336
H: -2.71261 1.35654 -3.74698  0.225
H: -0.78664 0.91273 -4.08628  0.162

Forces on atoms 1 to 6 (eV/Å):
3.0 -3.7 -0.7
-0.8 -2.8 1.6
-1.5 1.2 0.2
0.5 -0.4 -0.6
-1.0 -0.4 -0.7
1.9 3.3 0.4

Output
ΔE to the lowest compared entry with this formula, charge and spin	392.0	kJ/mol
SMILES	Cc1ccccc1.CCC
max |F|	5.90	eV/Å
total charge	0
HOMO-LUMO gap	9.98	eV
calculated total energy	-390.48658	a.u.

=====

# 4
Entry from OMol25: a 2-piece molecular cluster, C10H16 overall in a non-equilibrium geometry (ωB97M-V with the def2-TZVPD basis set).

Last column: Mulliken charge in e.
CARTESIAN COORDINATES (ANGSTROEM)
C: 1.32484 -1.76509 1.59056  -1.364
C: 1.33202 -0.35114 1.14747  0.870
C: 0.78460 0.67026 1.90857  -0.280
C: 1.03364 2.02511 1.72127  -0.694
C: 1.76117 2.40423 0.62444  -0.360
C: 2.23951 1.39943 -0.24978  -0.542
C: 2.02243 0.05188 0.00451  -0.258
H: 2.29087 -2.26142 1.45664  0.351
H: 0.73504 -2.39912 0.91634  0.250
H: 0.96281 -1.84244 2.60969  0.364
H: 0.30154 0.42005 2.85154  0.280
H: 0.65474 2.76954 2.40981  0.369
H: 1.86693 3.38713 0.18997  0.344
H: 2.84491 1.80834 -1.04875  0.352
H: 2.23063 -0.64047 -0.80770  0.323
C: -2.44336 0.52849 -0.69323  -0.983
C: -2.00013 -0.24877 -1.94785  -0.178
C: -1.77826 -1.74383 -1.72063  -0.984
H: -2.03404 -0.06268 0.13091  0.208
H: -3.53935 0.56047 -0.71188  0.273
H: -2.14127 1.54932 -0.47173  0.326
H: -2.53547 0.06929 -2.84365  0.381
H: -0.99750 0.12171 -2.15105  0.139
H: -1.48592 -1.99143 -0.69762  0.190
H: -2.58400 -2.41081 -2.00720  0.326
H: -0.84637 -2.04806 -2.21064  0.295

Forces on atoms 1 to 6 (eV/Å):
-0.3 -1.0 -0.8
0.4 1.1 -0.3
0.4 -0.2 1.8
-0.3 0.2 -0.4
0.3 -1.0 -1.7
-0.2 0.8 1.0

Output
ΔE to the lowest compared entry with this formula, charge and spin	106.7	kJ/mol
SMILES	Cc1ccccc1.CCC
max |F|	2.12	eV/Å
total charge	0
HOMO-LUMO gap	9.95	eV
calculated total energy	-390.59524	a.u.

=====

# 5
Entry from OMol25: a 2-piece molecular cluster, C10H16 overall in a non-equilibrium geometry (ωB97M-V with the def2-TZVPD basis set).

Last column: Mulliken charge in e.
CARTESIAN COORDINATES (ANGSTROEM)
C: -1.98218 -3.01258 -0.31080  -1.146
C: -1.96961 -1.46437 -0.07092  -0.905
C: -0.55287 -0.93880 -0.32624  1.086
C: 0.32863 -0.33793 0.58723  -1.091
C: 1.55232 -0.02844 0.14405  0.028
C: 2.07809 -0.53329 -1.04690  -0.883
C: 1.17472 -1.05632 -1.99649  -0.638
C: -0.11631 -1.20541 -1.62279  -0.332
H: -2.71582 -3.50868 0.33816  0.339
H: -1.16942 -3.56387 -0.14260  0.461
H: -2.22494 -3.30804 -1.39882  0.280
H: -2.55155 -0.97223 -0.80903  0.384
H: -2.28306 -1.18137 0.95981  0.373
H: 0.01417 -0.18627 1.54998  0.564
H: 2.34003 0.39803 0.90876  0.259
H: 3.05055 -0.38879 -1.18220  0.566
H: 1.51008 -1.28438 -2.98210  0.396
H: -1.11060 -1.26876 -2.24442  0.230
C: -0.20829 2.86758 1.14488  -0.686
C: 1.29146 3.15732 1.41279  -0.499
H: -0.27860 3.14776 0.09542  0.272
H: -0.47702 1.87038 0.92354  0.036
H: -0.90754 3.24971 1.84294  0.343
H: 1.98985 2.23821 1.42661  0.059
H: 1.66327 3.67642 0.40945  0.196
H: 1.55467 3.63411 2.38971  0.310

Forces on atoms 1 to 6 (eV/Å):
-4.4 1.3 -1.7
2.0 -0.6 1.3
0.2 -0.4 0.5
-2.5 -1.6 -2.2
4.9 0.0 1.5
-4.8 0.2 0.5

Output
ΔE to the lowest compared entry with this formula, charge and spin	278.3	kJ/mol
SMILES	CCc1ccccc1.CC
max |F|	5.09	eV/Å
total charge	0
HOMO-LUMO gap	9.76	eV
calculated total energy	-390.52989	a.u.

=====

# 6
Entry from OMol25: a 2-piece molecular cluster, C10H16 overall in a non-equilibrium geometry (ωB97M-V with the def2-TZVPD basis set).

Last column: Mulliken charge in e.
CARTESIAN COORDINATES (ANGSTROEM)
C: -0.93290 0.84635 -1.95528  -1.262
C: -0.85459 -0.65587 -2.01256  0.778
C: -1.67814 -1.35867 -2.87956  -0.421
C: -1.76733 -2.75505 -2.82229  -0.453
C: -0.93007 -3.46178 -1.98630  -0.446
C: -0.11975 -2.77314 -1.09297  -0.415
C: -0.06914 -1.39064 -1.12209  -0.322
H: -0.12806 1.26940 -2.55239  0.296
H: -0.84288 1.31226 -0.97586  0.254
H: -1.84038 1.19491 -2.44302  0.353
H: -2.42825 -0.86569 -3.47781  0.293
H: -2.46185 -3.20896 -3.50581  0.359
H: -0.97893 -4.54537 -1.94265  0.348
H: 0.46470 -3.29386 -0.33950  0.355
H: 0.52826 -0.85165 -0.38992  0.271
C: 0.14406 1.45016 2.28023  -1.029
C: 1.07635 2.39165 3.04721  -0.178
C: 2.53673 2.02852 2.76033  -1.131
H: -0.85990 1.54110 2.67309  0.370
H: 0.27894 1.34645 1.20313  0.190
H: 0.42528 0.41948 2.55538  0.301
H: 0.84346 2.23966 4.10013  0.256
H: 0.88053 3.40515 2.69942  0.299
H: 2.72757 1.10041 3.30356  0.300
H: 3.26629 2.72583 3.17675  0.322
H: 2.71999 1.88934 1.69878  0.310

Forces on atoms 1 to 6 (eV/Å):
0.4 0.2 -0.7
-0.3 0.0 0.5
-0.6 -0.7 0.6
0.6 1.0 -0.6
-0.3 -0.5 0.5
0.3 0.1 0.0

Output
ΔE to the lowest compared entry with this formula, charge and spin	51.1	kJ/mol
SMILES	Cc1ccccc1.CCC
max |F|	1.99	eV/Å
total charge	0
HOMO-LUMO gap	10.05	eV
calculated total energy	-390.61641	a.u.

=====

# 7
Entry from OMol25: a 2-piece molecular cluster, C10H16 overall in a non-equilibrium geometry (ωB97M-V with the def2-TZVPD basis set).

Last column: Mulliken charge in e.
CARTESIAN COORDINATES (ANGSTROEM)
C: 2.64430 -0.27103 0.68001  -1.196
C: 1.34253 -0.41377 -0.09437  0.087
C: 0.16253 -0.91268 0.74021  0.651
C: 0.21443 -2.16495 1.30711  -0.545
C: -0.91765 -2.65892 1.97638  -0.376
C: -2.06233 -1.91272 2.03795  -0.635
C: -2.07069 -0.64299 1.45306  -0.430
C: -0.99104 -0.11123 0.77855  -0.498
H: 2.61442 -0.78108 1.63941  0.367
H: 2.88809 0.78098 0.83194  0.373
H: 3.45338 -0.69267 0.08358  0.272
H: 0.97803 0.52141 -0.51909  -0.254
H: 1.42844 -1.09790 -0.94009  0.390
H: 1.11359 -2.76017 1.29170  0.432
H: -0.84945 -3.67180 2.35914  0.347
H: -2.96138 -2.20335 2.56140  0.377
H: -2.92072 -0.02615 1.74074  0.315
H: -1.01447 0.92141 0.46688  0.294
C: -0.79390 1.73319 -2.62786  -0.758
C: 0.00906 2.85217 -1.91902  -0.746
H: -1.61083 2.04227 -3.28304  0.332
H: -0.13009 1.24570 -3.35349  0.265
H: -1.14732 0.92184 -2.00108  0.193
H: 1.04925 2.74018 -2.20841  0.215
H: -0.12150 2.69684 -0.84899  0.201
H: -0.30667 3.86542 -2.15262  0.328

Forces on atoms 1 to 6 (eV/Å):
0.4 0.2 -0.6
-1.2 -0.1 0.3
0.7 1.0 -1.5
-1.2 0.0 0.8
1.0 -0.8 -0.5
-0.2 0.8 -0.2

Output
ΔE to the lowest compared entry with this formula, charge and spin	67.4	kJ/mol
SMILES	CCc1ccccc1.CC
max |F|	1.92	eV/Å
total charge	0
HOMO-LUMO gap	10.04	eV
calculated total energy	-390.61022	a.u.

=====

# 8
Entry from OMol25: a 2-piece molecular cluster, C10H16 overall in a non-equilibrium geometry (ωB97M-V with the def2-TZVPD basis set).

Last column: Mulliken charge in e.
CARTESIAN COORDINATES (ANGSTROEM)
C: 0.87142 3.19347 0.10446  -1.384
C: 1.19515 1.90745 0.81393  0.686
C: 1.49264 0.74549 0.13394  -0.153
C: 1.62909 -0.48341 0.77760  -0.805
C: 1.35283 -0.52851 2.13378  -0.270
C: 1.11290 0.64050 2.85102  -0.492
C: 1.01709 1.85393 2.20712  -0.405
H: 0.65935 2.92903 -0.93639  0.357
H: 1.74446 3.84083 0.04005  0.306
H: 0.02764 3.71585 0.53066  0.356
H: 1.60399 0.85483 -0.94186  0.317
H: 1.71797 -1.44912 0.29856  0.426
H: 1.37342 -1.46916 2.65921  0.386
H: 0.99354 0.53098 3.91907  0.362
H: 0.56140 2.66965 2.75200  0.309
C: -1.44390 -2.24774 -0.43250  -0.781
C: -2.05510 -1.28952 -1.44101  -0.170
C: -1.39512 -1.49914 -2.82422  -1.186
H: -2.15200 -2.71586 0.25817  0.335
H: -0.91212 -3.09918 -0.85563  0.315
H: -0.72729 -1.78332 0.24834  -0.016
H: -1.84823 -0.26404 -1.16514  0.242
H: -3.12530 -1.41334 -1.57644  0.322
H: -0.39486 -1.06168 -2.84171  0.243
H: -1.93292 -1.01715 -3.64664  0.344
H: -1.36607 -2.56085 -3.06638  0.354

Forces on atoms 1 to 6 (eV/Å):
0.7 -0.7 -1.1
-0.8 0.5 1.3
0.6 -0.1 -0.8
-1.0 0.1 0.5
0.7 0.3 0.2
0.2 -0.7 0.1

Output
ΔE to the lowest compared entry with this formula, charge and spin	55.1	kJ/mol
SMILES	Cc1ccccc1.CCC
max |F|	1.62	eV/Å
total charge	0
HOMO-LUMO gap	10.08	eV
calculated total energy	-390.61487	a.u.